Computed, not measured: 2 unconnected molecules or ions with the total composition C7H14NO3 at a distorted geometry, with ωB97M-V/def2-TZVPD.

LUMO level (eV): 3.5
HOMO level (Ha): -0.146
Charge: -1

Each line ends with the natural charge from an NBO analysis.
Atoms and positions in Å:
C: -0.361 0.936 1.555  -0.217
C: -1.440 0.026 1.845  -0.724
C: 1.167 -1.067 1.454  -0.458
C: 2.047 1.980 -0.671  -0.710
C: 1.742 0.707 0.029  0.671
O: 2.578 -0.171 -0.250  -0.665
N: 0.738 0.294 0.889  -0.427
H: -0.599 1.709 0.891  0.224
H: 0.044 1.525 2.411  0.158
H: -2.117 0.158 2.775  0.215
H: -1.402 -0.975 1.301  0.276
H: 1.608 -1.993 0.757  0.244
H: 2.463 2.533 0.090  0.216
H: -2.259 0.119 1.207  0.284
H: 1.794 -1.070 2.483  0.187
H: 0.322 -1.791 1.598  0.214
H: 2.760 1.612 -1.369  0.251
H: 1.254 2.400 -1.461  0.252
C: -1.010 -1.410 -2.608  -0.745
C: -2.032 -0.507 -1.788  0.771
O: -2.909 -1.011 -1.062  -0.790
O: -1.804 0.756 -1.936  -0.834
H: -0.933 -0.876 -3.446  0.205
H: -1.602 -2.282 -2.679  0.198
H: -0.049 -1.603 -2.017  0.204

---

Computed, not measured: a gas-phase ion, C3H8N3O (charge +1) at a distorted geometry, with ωB97M-V/def2-TZVPD.

LUMO level (eV): -3.3
HOMO level (Ha): -0.498
Structure (SMILES): C1C[N@@H+]2O[C@@H]2NN1
Charge: +1

Each line ends with the natural charge from an NBO analysis.
Atoms and positions in Å:
C: -0.399 1.306 -0.228  -0.272
C: -1.357 0.117 -0.083  -0.231
C: 1.285 -0.553 0.441  0.386
N: 0.949 0.864 0.296  -0.135
N: 0.344 -1.505 0.306  -0.450
N: -0.777 -1.135 -0.449  -0.476
O: 1.755 0.167 -0.601  -0.275
H: -0.292 1.206 -1.277  0.247
H: -0.756 2.190 0.305  0.255
H: -1.629 0.143 1.058  0.203
H: -2.191 0.298 -0.730  0.247
H: 2.098 -0.842 1.060  0.228
H: 0.504 -2.448 0.435  0.427
H: 1.290 1.637 0.902  0.448
H: -0.826 -1.445 -1.436  0.398

---

Computed, not measured: a molecular structure, C4H7O4Sc at a distorted geometry, with ωB97M-V/def2-TZVPD.

LUMO level (spin up / spin down) (eV): -4.9 / -5.2
HOMO level (spin up / spin down) (Ha): -0.436 / -0.517
Charge: +1
Spin multiplicity: 2

Each line ends with the Mulliken spin population.
Atoms and positions in Å:
O: 1.014 0.239 1.353  -0.043
C: 0.376 -0.974 1.096  -0.002
C: -0.482 -0.852 -0.156  -0.004
O: -1.247 0.349 -0.026  -0.054
C: -2.180 0.558 -1.072  -0.002
Sc: -0.121 1.876 1.087  1.083
H: -0.262 -1.292 1.944  0.001
H: 1.099 -1.795 0.931  0.005
H: -1.162 -1.711 -0.268  0.009
H: 0.146 -0.765 -1.059  0.007
H: -2.919 -0.256 -1.085  0.000
H: -2.686 1.511 -0.879  0.000
H: -1.665 0.603 -2.043  0.006
O: 2.865 1.868 -0.101  0.001
C: 3.258 0.786 0.169  -0.008
O: 3.965 -0.144 0.107  0.000

---

Computed, not measured: a molecular structure, C15H9AuClNO4S2, with ωB97M-V/def2-TZVPD.

LUMO level (eV): 4.5
HOMO level (Ha): -0.067
Charge: -2

Each line ends with the natural charge from an NBO analysis.
Atoms and positions in Å:
Au: 4.044 0.419 0.784  0.526
S: -4.248 2.879 -1.763  -0.428
C: -3.249 3.112 -0.410  -0.052
N: -2.070 2.610 -0.159  -0.571
C: -1.549 3.046 1.041  0.205
C: -0.297 2.688 1.548  -0.245
C: 0.118 3.199 2.766  -0.233
C: -0.696 4.065 3.497  -0.246
C: -1.941 4.435 3.008  -0.239
C: -2.360 3.928 1.786  -0.269
S: -3.830 4.197 0.906  0.258
H: 0.348 2.028 0.981  0.237
H: 1.093 2.923 3.148  0.209
H: -0.353 4.455 4.449  0.189
H: -2.575 5.112 3.570  0.195
Cl: 5.429 -0.751 2.182  -0.718
O: 4.388 2.401 -1.587  -0.696
C: 3.200 2.180 -1.366  0.769
O: 2.724 1.396 -0.461  -0.790
C: 2.150 2.859 -2.222  -0.162
C: 0.790 2.640 -2.046  -0.162
C: -0.177 3.279 -2.830  -0.275
C: 0.296 4.139 -3.787  0.273
O: -0.414 4.872 -4.724  -0.501
C: 0.532 5.801 -5.216  0.236
O: 1.825 5.250 -5.029  -0.504
C: 1.650 4.365 -3.970  0.180
C: 2.603 3.744 -3.212  -0.224
H: 0.455 1.966 -1.273  0.246
H: -1.234 3.109 -2.662  0.266
H: 0.451 6.740 -4.648  0.130
H: 0.359 5.969 -6.278  0.156
H: 3.664 3.905 -3.341  0.242

---

Computed, not measured: a molecular structure, C31H46BFN4Si2Ta at a distorted geometry, with ωB97M-V/def2-TZVPD.

LUMO level (spin up / spin down) (eV): -4.7 / -4.7
HOMO level (spin up / spin down) (Ha): -0.407 / -0.407
Charge: +1

Each line ends with the Löwdin charge.
Atoms and positions in Å:
Ta: 0.305 -0.127 0.547  1.904
C: 1.021 -1.179 -2.587  -0.070
C: 0.147 -0.498 -3.644  -0.346
C: -0.794 -1.527 -4.285  -0.037
C: -0.655 0.731 -3.239  -0.170
C: -0.817 1.648 -4.275  -0.039
C: -1.600 2.772 -4.133  -0.040
C: -2.245 2.990 -2.932  -0.021
C: -2.120 2.112 -1.857  -0.158
C: -2.953 2.468 -0.634  -0.346
C: -2.192 2.517 0.692  -0.063
C: -4.176 1.556 -0.481  -0.041
C: -1.297 0.973 -2.009  -0.229
N: -1.224 -0.033 -0.981  -0.082
C: -2.177 -1.008 -1.195  -0.266
C: -3.204 -0.978 -2.160  -0.034
C: -4.114 -2.012 -2.261  -0.052
C: -4.035 -3.135 -1.449  -0.055
C: -3.025 -3.214 -0.504  0.005
C: -2.155 -2.157 -0.407  -0.167
F: -1.113 -2.157 0.537  -0.085
H: 1.768 -1.793 -3.092  0.095
H: 0.430 -1.855 -1.962  0.061
H: 1.563 -0.441 -1.982  0.048
H: 0.826 -0.155 -4.433  0.135
H: -1.406 -2.013 -3.529  0.064
H: -0.224 -2.292 -4.806  0.089
H: -1.454 -1.044 -5.001  0.090
H: -0.334 1.453 -5.222  0.124
H: -1.718 3.464 -4.953  0.115
H: -2.888 3.852 -2.829  0.120
H: -3.338 3.475 -0.819  0.130
H: -2.137 1.519 1.114  0.021
H: -2.743 3.132 1.401  0.098
H: -1.193 2.940 0.586  0.070
H: -3.886 0.578 -0.103  0.070
H: -4.691 1.431 -1.430  0.087
H: -4.873 2.001 0.224  0.090
H: -3.283 -0.134 -2.824  0.125
H: -4.899 -1.945 -2.997  0.118
H: -4.745 -3.938 -1.549  0.114
H: -2.915 -4.071 0.138  0.122
C: 2.596 -4.294 2.091  -0.152
Si: 1.210 -3.020 2.439  0.540
C: 0.901 -2.516 4.264  -0.135
C: -0.318 -4.120 2.108  -0.186
N: 1.530 -1.489 1.531  -0.202
C: 2.640 -0.772 1.980  -0.322
C: 3.553 -1.257 2.920  -0.055
C: 4.653 -0.526 3.325  -0.051
C: 4.873 0.735 2.807  -0.051
C: 3.979 1.247 1.887  -0.048
C: 2.867 0.528 1.450  -0.319
N: 1.960 1.014 0.504  -0.227
Si: 2.442 2.540 -0.303  0.516
C: 1.180 2.945 -1.659  -0.155
C: 2.274 3.920 1.012  -0.146
C: 4.106 2.236 -1.198  -0.143
H: 2.350 -5.204 2.628  0.036
H: 3.598 -4.009 2.389  0.020
H: 2.636 -4.551 1.036  0.037
H: 0.662 -3.408 4.833  0.041
H: 0.049 -1.846 4.351  0.019
H: 1.738 -2.034 4.756  0.026
H: -0.185 -4.989 2.747  0.043
H: -0.390 -4.482 1.090  0.025
H: -1.255 -3.660 2.393  0.027
H: 3.417 -2.227 3.356  0.064
H: 5.335 -0.941 4.051  0.116
H: 5.726 1.325 3.107  0.116
H: 4.150 2.238 1.512  0.065
H: 0.160 3.007 -1.298  0.007
H: 1.205 2.247 -2.487  0.025
H: 1.436 3.918 -2.060  0.051
H: 1.578 3.635 1.798  0.037
H: 1.900 4.828 0.552  0.033
H: 3.207 4.173 1.502  0.028
H: 4.200 1.199 -1.515  0.038
H: 4.975 2.454 -0.588  0.027
H: 4.173 2.857 -2.085  0.035
B: -2.041 0.826 4.447  -0.355
C: -1.214 0.513 3.251  -0.128
N: -0.593 0.294 2.270  -0.027
H: -1.479 0.422 5.408  0.038
H: -3.104 0.323 4.273  0.047
H: -2.118 2.014 4.452  0.049

---

Computed, not measured: 6 unconnected molecules or ions with the total composition H14NO5, with ωB97M-V/def2-TZVPD.

LUMO level (eV): -3.5
HOMO level (Ha): -0.510
Charge: +1

Each line ends with the natural charge from an NBO analysis.
Atoms and positions in Å:
N: 0.525 -1.607 0.581  -0.866
H: 0.436 -2.369 -0.087  0.460
H: -0.078 -1.842 1.369  0.459
H: 1.472 -1.413 0.907  0.458
H: 0.267 -0.723 0.120  0.471
H: -1.295 2.768 0.829  0.476
H: -2.371 1.748 0.392  0.460
O: -2.209 2.495 0.977  -0.936
H: 1.321 1.028 -1.270  0.505
H: 2.204 -0.171 -1.694  0.484
O: 1.849 0.295 -0.927  -0.979
H: 1.499 2.607 2.679  0.476
H: 1.790 3.602 1.616  0.480
O: 1.422 2.711 1.712  -0.955
H: -0.098 -0.676 -3.125  0.463
H: -0.692 0.466 -3.922  0.490
O: -0.570 0.158 -3.015  -0.952
H: -0.942 -4.798 1.006  0.499
H: -2.088 -3.798 0.911  0.497
O: -1.125 -3.868 0.829  -0.991

---

Computed, not measured: 2 unconnected molecules or ions with the total composition H3N3 at a distorted geometry, with ωB97M-V/def2-TZVPD.

LUMO level (spin up / spin down) (eV): -0.3 / 0.3
HOMO level (spin up / spin down) (Ha): -0.316 / -0.389
Charge: 0

Each line ends with the natural charge from an NBO analysis.
Atoms and positions in Å:
N: 0.220 -0.264 1.692  -0.317
N: 0.701 -0.848 0.780  0.060
N: -0.716 -0.276 -1.019  -0.700
H: -0.620 0.384 1.430  0.357
H: -1.307 -1.022 -1.087  0.295
H: -0.170 -0.331 -1.831  0.305

---

Computed, not measured: a molecular structure, C36H28Br2CdN5O2PS at a distorted geometry, with ωB97M-V/def2-TZVPD.

LUMO level (eV): -0.8
HOMO level (Ha): -0.218
Charge: 0

Each line ends with the Löwdin charge.
Atoms and positions in Å:
Cd: -0.320 1.313 -0.316  1.228
N: -2.167 4.496 2.263  0.027
C: -1.349 3.838 1.437  -0.919
S: -1.056 2.187 1.859  0.454
N: -0.838 4.572 0.445  -0.067
N: -0.058 3.918 -0.403  -0.111
C: 0.786 4.662 -1.093  -0.104
C: 1.932 4.041 -1.658  -0.165
C: 2.817 4.921 -2.334  -0.079
C: 4.020 4.503 -2.851  -0.132
C: 4.358 3.134 -2.780  -0.124
C: 3.542 2.254 -2.155  -0.065
C: 2.331 2.658 -1.528  -0.394
O: 1.684 1.697 -0.956  -0.265
H: -2.684 3.943 2.949  0.073
H: -2.233 5.499 2.243  0.091
H: 0.572 5.725 -1.210  0.112
H: 2.596 5.974 -2.373  0.096
H: 4.670 5.260 -3.321  0.094
H: 5.356 2.879 -3.199  0.105
H: 3.848 1.215 -2.061  0.106
Br: -1.719 1.406 -7.243  0.800
C: -1.297 1.303 -5.434  -0.702
C: -0.014 0.954 -5.000  -0.081
C: 0.205 0.796 -3.619  -0.083
N: -0.797 0.914 -2.710  0.051
C: -2.078 1.075 -3.120  -0.202
C: -2.307 1.397 -4.480  -0.056
C: -3.117 1.047 -2.082  -0.178
C: -4.504 1.167 -2.397  -0.048
C: -5.450 1.047 -1.386  -0.693
Br: -7.275 1.141 -1.748  0.795
C: -5.005 0.890 -0.052  -0.093
C: -3.652 0.824 0.204  -0.162
N: -2.759 1.039 -0.764  0.038
H: 0.823 0.738 -5.689  0.119
H: 1.198 0.514 -3.226  0.119
H: -3.325 1.715 -4.736  0.103
H: -4.802 1.276 -3.430  0.095
H: -5.752 0.805 0.758  0.112
H: -3.319 0.531 1.209  0.077
O: 0.119 -1.068 0.131  -0.411
P: 0.570 -2.042 1.178  0.779
C: -0.568 -2.058 2.592  -0.295
C: -1.904 -2.105 2.243  -0.081
C: -2.881 -1.947 3.224  -0.085
C: -2.529 -1.741 4.531  -0.093
C: -1.199 -1.847 4.898  -0.059
C: -0.198 -2.048 3.918  -0.069
C: 2.218 -1.778 1.818  -0.279
C: 2.459 -0.626 2.590  -0.072
C: 3.729 -0.396 3.088  -0.078
C: 4.784 -1.251 2.818  -0.070
C: 4.511 -2.419 2.108  -0.078
C: 3.259 -2.653 1.562  -0.076
C: 0.551 -3.783 0.689  -0.301
C: 0.411 -4.115 -0.634  -0.082
C: 0.345 -5.459 -1.017  -0.075
C: 0.298 -6.436 -0.021  -0.090
C: 0.394 -6.112 1.331  -0.070
C: 0.573 -4.772 1.701  -0.054
H: -2.177 -2.227 1.193  0.116
H: -3.925 -1.935 2.935  0.106
H: -3.263 -1.446 5.289  0.114
H: -0.885 -1.735 5.953  0.115
H: 0.845 -2.120 4.168  0.100
H: 1.620 0.062 2.824  0.119
H: 3.867 0.470 3.745  0.115
H: 5.792 -1.012 3.172  0.113
H: 5.283 -3.188 2.028  0.109
H: 3.096 -3.497 0.879  0.114
H: 0.314 -3.335 -1.401  0.115
H: 0.493 -5.772 -2.067  0.114
H: 0.177 -7.510 -0.300  0.116
H: 0.283 -6.869 2.083  0.099
H: 0.676 -4.498 2.737  0.104